(1)
# C26H19F6N2O8RhS3

A structure of composition C26H19F6N2O8RhS3 at a distorted geometry (the ωB97M-V functional and the def2-TZVPD basis, the OMol25 dataset).

Values from the calculation:
Energy relative to the best compared isomer or geometry (same formula, charge and spin), kJ/mol: 0.0
Gap between HOMO and LUMO (spin up / spin down), eV: 4.98 / 6.02
Energy, eV: -98443.9325
Strongest force on any atom, eV Å⁻¹: 6.217
⟨S²⟩: 6.0397
Net charge: -2
2S+1: 5

Structure (XYZ):
```
65
Properties=species:S:1:pos:R:3:forces:R:3
Rh 0.5480 0.0958 -1.0154 -0.880 -0.543 -0.636
C -2.9137 3.5907 -4.7055 -0.204 -0.340 -0.210
C -2.7177 3.4349 -3.2018 0.932 -0.518 0.691
C -1.6568 4.1124 -2.5403 -1.376 0.246 -1.514
C -1.4118 3.9534 -1.2121 0.114 -0.961 0.561
C -1.9668 2.8548 -0.5340 -0.552 0.097 -0.472
C -3.0606 2.1942 -1.1091 1.375 1.209 -0.071
C -3.4432 2.5360 -2.4085 -0.506 -0.379 -0.573
S -1.0087 2.0654 0.7498 4.670 0.878 0.456
O -0.6707 2.9653 1.8490 -1.298 0.143 -0.316
O -1.6339 0.8040 1.0499 -0.447 0.295 -0.275
N 0.4947 1.7532 0.0305 -3.194 1.230 0.496
C 1.7182 2.5293 0.0392 -0.295 0.140 0.707
C 2.8134 1.8205 -0.7880 -0.325 -3.037 -2.146
O 4.0054 2.0960 -0.7030 -0.972 0.524 0.174
O 2.3671 0.7863 -1.5836 2.224 3.313 1.223
H -3.6396 4.4134 -4.9221 0.318 -0.795 0.012
H -3.2047 2.6112 -5.1859 -0.051 1.116 0.622
H -1.9680 3.8743 -5.2012 -0.271 -0.018 0.397
H -1.0342 4.7735 -3.1348 -0.115 0.254 0.151
H -0.7400 4.6230 -0.7300 0.862 0.006 0.390
H -3.5249 1.4426 -0.5179 -0.349 -0.757 -0.007
H -4.2566 1.9459 -2.8482 0.268 0.373 0.023
H 2.1173 2.4980 1.0660 0.007 0.692 -0.250
H 1.5769 3.5660 -0.3515 0.286 -0.513 0.425
C 1.1398 -0.8362 0.5469 1.457 -3.430 4.976
C 1.4771 -1.3806 1.6491 -0.805 1.275 -3.468
C 1.7994 -1.9599 2.8585 -0.813 0.274 -0.916
C 3.1555 -2.1015 3.2023 1.263 -0.255 0.660
C 3.5322 -2.0893 4.5617 -0.773 -0.276 -0.084
C 4.8158 -2.0663 4.9507 2.191 0.216 0.097
C 5.8732 -2.0610 4.0149 -0.277 -0.140 0.803
C 5.5423 -2.1634 2.6857 0.083 0.255 -1.174
C 4.1903 -2.1514 2.2664 1.310 0.160 -0.521
C 0.7246 -2.1322 3.8026 -0.847 1.132 0.186
C -0.3533 -1.2333 3.6981 -1.062 0.883 -0.293
C -1.4393 -1.2679 4.5754 -0.050 -0.870 -0.927
C -1.4217 -2.1941 5.6004 -0.614 0.293 1.122
C -0.3006 -2.9520 5.8139 0.691 -1.021 0.076
C 0.7181 -3.0015 4.8804 0.056 -0.090 0.046
H 2.7918 -2.0814 5.3349 -0.310 0.202 0.080
H 5.0718 -2.0030 5.9988 -0.081 0.005 0.195
H 6.8974 -1.9478 4.3765 -0.214 -0.204 -0.285
H 6.3611 -2.1854 1.9252 -0.897 0.064 0.595
H 4.0123 -2.0880 1.1836 -0.292 -0.172 0.614
H -0.4010 -0.4750 2.8915 0.286 -0.735 0.449
H -2.3633 -0.7484 4.3346 0.344 0.365 0.145
H -2.2421 -2.3476 6.3082 0.057 0.428 -0.299
H -0.2069 -3.5588 6.7074 -0.224 -0.239 -0.078
H 1.5183 -3.7166 4.9463 0.168 -0.189 0.330
F -0.3154 -1.6272 -6.0222 -0.048 0.077 0.168
C 0.4541 -0.8435 -5.2632 0.223 0.197 -0.777
F 0.4091 0.3951 -5.7915 0.076 -0.435 0.483
F 1.7168 -1.3076 -5.4108 -0.893 0.489 0.827
S -0.2611 -0.8338 -3.4823 0.292 -1.291 1.757
O -0.3583 0.5444 -2.9750 -0.528 -0.956 -2.050
O 0.6316 -1.6584 -2.6497 -0.696 0.728 -2.061
N -1.5944 -1.6859 -3.5993 -1.015 0.122 -0.338
S -2.9685 -1.2700 -4.3090 0.917 0.753 -1.502
O -3.2982 -2.2110 -5.3762 0.248 1.166 1.117
O -3.0126 0.1817 -4.5266 -0.416 -1.826 -0.063
C -4.4410 -1.5483 -3.1758 -1.162 0.117 1.360
F -5.5344 -0.9991 -3.7742 0.908 -0.002 -0.067
F -4.2798 -0.9401 -1.9972 0.346 0.443 -0.251
F -4.8299 -2.7937 -2.8523 0.876 -0.166 -0.788
```
Positions in Å, forces in eV/Å.

Results of the Löwdin charge analysis, in e, for atoms 1 through 2: Rh 0.991; C -0.058

(2)
# C26H19IN5O4Pt

A structure of composition C26H19IN5O4Pt at a distorted geometry (the ωB97M-V functional and the def2-TZVPD basis, the OMol25 dataset).

Values from the calculation:
Gap between HOMO and LUMO, eV: 7.38
Energy, eV: -54246.3246
Strongest force on any atom, eV Å⁻¹: 1.425
Net charge: +1

Structure (XYZ):
```
56
Properties=species:S:1:pos:R:3:forces:R:3
Pt 0.0432 -0.2021 -0.0133 0.748 -0.878 0.837
C 3.6827 -3.5067 -2.5627 -0.019 -0.106 -0.027
C 1.4647 -4.2429 -1.3655 -0.037 0.028 0.133
N 1.2141 -5.5800 -0.8792 -0.011 -0.022 -0.188
C 0.4102 -5.7658 0.0720 -0.064 0.014 0.062
C -0.3461 -4.7317 0.8010 -0.042 -0.056 0.052
C -1.2776 -5.2600 1.8720 0.062 -0.021 0.019
O -2.6097 -4.8612 1.5785 -0.070 -0.067 -0.043
C -0.1742 -3.4290 0.5118 0.031 0.091 -0.096
C -0.9592 -2.5036 1.3578 -0.057 -0.229 -0.074
N -0.8529 -1.2400 1.5719 0.239 0.531 -0.191
C -1.7728 -0.6441 2.4782 -0.055 0.081 0.044
C -2.0945 -1.2567 3.6844 0.014 -0.014 0.093
C -3.0205 -0.6810 4.5387 0.017 -0.021 -0.010
C -3.6357 0.5137 4.1999 -0.014 0.005 -0.010
C -3.3124 1.1428 3.0072 -0.031 0.043 -0.001
C -2.3753 0.5679 2.1682 -0.004 0.060 -0.014
I -1.8752 1.5591 0.3864 -0.018 -0.278 -0.340
C 0.7657 -3.0340 -0.6285 0.320 0.185 -0.027
O 0.5922 -0.9093 -1.9209 -0.055 0.247 -0.047
H 3.5882 -4.2579 -3.3427 0.004 0.005 -0.003
H 4.7421 -3.3081 -2.3957 0.007 -0.007 -0.004
H 3.2014 -2.5837 -2.8841 -0.008 -0.006 0.009
H 0.2647 -6.7952 0.3932 -0.034 -0.017 -0.005
H -0.9706 -4.8917 2.8573 0.003 -0.006 0.013
H -1.1932 -6.3471 1.8985 -0.010 0.002 -0.002
H -3.2234 -5.5134 1.9304 -0.009 0.016 0.031
H -1.7827 -2.9993 1.8646 0.089 0.031 0.083
H -1.5960 -2.1757 3.9666 0.004 0.012 -0.024
H -3.2552 -1.1662 5.4759 0.003 -0.002 0.003
H -4.3588 0.9654 4.8644 0.003 0.006 0.000
H -3.7864 2.0772 2.7384 0.003 0.006 0.011
O 4.0066 -5.3672 0.3518 0.003 -0.008 -0.018
N 3.7455 -5.2611 -0.8305 -0.163 -0.124 0.058
O 3.9697 -6.0845 -1.6815 0.096 0.089 0.006
C 3.0411 -3.9870 -1.2645 0.104 -0.015 -0.052
C 0.9583 -4.1445 -2.7803 -0.028 0.228 -0.054
C 0.2386 -3.0481 -3.0022 0.176 -0.108 0.291
C -0.5609 -2.6910 -4.1575 -0.109 0.075 -0.218
C -1.7403 -2.1143 -3.9055 0.055 -0.054 -0.121
C -2.1583 -1.9497 -2.5131 0.049 0.001 0.105
N -1.3959 -2.0410 -1.4934 -0.158 -0.055 0.010
C 0.0434 -2.1791 -1.7820 0.055 -0.052 0.037
C 1.9510 -2.2892 -0.0916 -0.183 -0.051 -0.164
N 1.8276 -1.0743 0.4116 -0.620 0.416 0.013
C 2.8955 -0.4588 0.9424 -0.243 -0.054 -0.064
C 4.1271 -1.0811 0.9510 0.110 0.065 0.040
C 4.2900 -2.3029 0.3105 0.016 -0.076 -0.055
C 3.1724 -2.9043 -0.2394 -0.157 0.107 -0.067
H 1.1667 -4.9318 -3.4927 0.022 0.010 -0.017
H -0.2205 -2.9290 -5.1565 -0.074 -0.020 -0.038
H -2.4402 -1.8422 -4.6827 0.046 -0.015 -0.066
H -3.2133 -1.7532 -2.3343 -0.009 0.009 0.072
H 2.7410 0.5373 1.3301 -0.006 0.004 0.018
H 4.9663 -0.5728 1.4033 0.003 -0.012 -0.009
H 5.2680 -2.7599 0.2325 0.005 0.006 0.006
```
Positions in Å, forces in eV/Å.

Results of the Löwdin charge analysis, in e, for atoms 1 through 2: Pt 0.872; C 0.027

(3)
# C26H19N2O3RhS5

A structure of composition C26H19N2O3RhS5 (the ωB97M-V functional and the def2-TZVPD basis, the OMol25 dataset).

Values from the calculation:
Gap between HOMO and LUMO, eV: 7.07
Energy, eV: -93580.0751
Strongest force on any atom, eV Å⁻¹: 0.605

Structure (XYZ):
```
56
Properties=species:S:1:pos:R:3:forces:R:3
Rh 0.0312 -0.3425 -1.1548 -0.014 -0.109 -0.030
S 1.1231 -1.2291 -3.0248 -0.029 0.146 0.109
C 2.2266 -2.3528 -2.2413 -0.019 -0.009 0.020
C 2.7652 -3.4170 -2.9652 0.026 -0.043 0.002
C 3.6360 -4.3111 -2.3635 -0.019 0.014 -0.021
C 3.9935 -4.1735 -1.0280 -0.003 0.010 0.019
C 3.4850 -3.1121 -0.2968 0.033 -0.016 0.045
C 2.6226 -2.2150 -0.9064 -0.076 0.081 -0.103
S 2.0200 -0.8000 -0.0126 0.111 -0.198 -0.157
C 2.9899 0.4847 -0.9184 -0.048 -0.041 -0.072
C 2.1805 1.7241 -1.1458 -0.023 -0.006 0.050
C 2.7069 3.0044 -1.1415 0.029 -0.033 -0.059
C 1.8730 4.0652 -1.4539 -0.035 0.013 -0.015
C 0.5344 3.8366 -1.7244 0.035 0.018 -0.059
C 0.0538 2.5426 -1.6479 -0.001 0.009 -0.110
C -1.4170 2.2228 -1.7249 -0.026 -0.020 -0.053
S -1.6205 0.5437 -2.4123 -0.188 0.118 -0.297
C -3.0682 -0.1379 -1.6501 0.135 -0.130 0.118
C -4.2814 0.5253 -1.6163 -0.114 -0.013 -0.015
C -5.3875 -0.1280 -1.0936 0.021 0.083 -0.036
C -5.2550 -1.4338 -0.6409 0.036 -0.068 0.024
C -4.0336 -2.0865 -0.6837 -0.068 -0.018 0.050
C -2.9024 -1.4480 -1.1856 0.108 0.103 -0.076
S -1.3396 -2.2735 -1.2575 -0.030 0.149 0.398
N 0.8858 1.5232 -1.4001 -0.032 0.135 0.174
H 2.4714 -3.5517 -3.9982 -0.004 0.005 0.000
H 4.0259 -5.1393 -2.9414 -0.001 0.001 -0.002
H 4.6564 -4.8883 -0.5601 0.000 0.003 0.003
H 3.7457 -2.9784 0.7455 -0.005 0.001 0.000
H 3.1949 0.0495 -1.8980 0.087 0.000 0.011
H 3.9259 0.6797 -0.3997 -0.044 0.035 0.069
H 3.7517 3.1606 -0.9133 0.001 -0.005 0.007
H 2.2642 5.0738 -1.4720 0.000 0.000 -0.002
H -0.1404 4.6526 -1.9405 0.001 -0.003 -0.004
H -1.9565 2.9403 -2.3400 0.039 0.045 0.004
H -1.8151 2.2223 -0.7082 0.010 -0.017 -0.055
H -4.3702 1.5365 -1.9955 0.016 0.001 0.001
H -6.3419 0.3780 -1.0418 0.003 0.002 -0.001
H -6.1137 -1.9460 -0.2261 0.003 -0.004 -0.001
H -3.9336 -3.0863 -0.2832 0.009 -0.007 -0.011
O -0.1633 2.4955 0.9382 0.069 -0.014 0.158
C -0.4016 1.4169 1.4670 -0.332 0.165 -0.017
N -0.8214 0.2888 0.8131 0.459 -0.377 0.113
S -1.0151 -0.9718 1.9025 -0.031 0.089 0.029
O 0.0252 -1.9542 1.7518 -0.048 -0.084 -0.059
O -2.3794 -1.4070 1.9522 0.008 -0.018 -0.101
C -0.6463 -0.0253 3.3449 -0.050 0.016 -0.051
C -0.6545 -0.4162 4.6698 -0.004 -0.016 -0.005
C -0.2967 0.5413 5.6089 0.003 0.006 0.001
C 0.0461 1.8369 5.2211 -0.001 0.003 0.006
C 0.0372 2.2066 3.8843 -0.006 -0.001 -0.014
C -0.3151 1.2462 2.9508 0.005 0.001 0.019
H -0.9253 -1.4224 4.9593 0.002 0.001 0.000
H -0.2841 0.2810 6.6593 -0.004 -0.005 -0.002
H 0.3179 2.5606 5.9785 0.000 0.003 -0.004
H 0.2898 3.2077 3.5614 0.006 0.001 0.005
```
Positions in Å, forces in eV/Å.

Results of the Löwdin charge analysis, in e, for atoms 1 through 2: Rh 0.354; S 0.620

(4)
# C26H19N3O4PdS

A structure of composition C26H19N3O4PdS (the ωB97M-V functional and the def2-TZVPD basis, the OMol25 dataset).

Values from the calculation:
Energy relative to the best compared isomer or geometry (same formula, charge and spin), kJ/mol: 0.0
Gap between HOMO and LUMO (spin up / spin down), eV: 6.86 / 5.76
Energy, eV: -54225.1748
Strongest force on any atom, eV Å⁻¹: 0.349
⟨S²⟩: 6.1171
Net charge: +2
2S+1: 5

Structure (XYZ):
```
54
Properties=species:S:1:pos:R:3:forces:R:3
Pd 0.5510 0.1937 0.1840 0.091 0.261 0.052
C 1.8066 1.1350 -2.7816 0.011 0.008 -0.003
O 0.9028 1.4055 -1.6957 0.000 0.054 -0.018
C 0.0437 2.4727 -1.7995 0.003 -0.042 0.006
C 0.0312 3.3137 -2.8964 -0.020 0.026 -0.015
C -0.8538 4.3832 -2.9291 0.030 -0.014 -0.039
C -1.7252 4.6273 -1.8740 -0.009 -0.002 0.021
C -1.7151 3.7940 -0.7782 -0.006 0.025 -0.007
C -0.8406 2.7032 -0.7259 0.035 -0.073 0.070
N -0.7940 1.8275 0.3765 0.047 -0.026 -0.141
N -1.5835 2.0843 1.3241 -0.079 -0.084 0.192
C -1.6042 1.4092 2.5094 0.107 0.015 -0.109
C -0.6022 0.4153 2.9856 -0.110 0.064 -0.014
O 0.2707 -0.1024 2.2602 0.134 -0.056 0.054
C -0.6419 0.0183 4.3731 0.004 0.009 -0.089
C -1.6258 0.4332 5.1837 -0.026 0.010 0.013
C -2.6764 1.3139 4.7254 -0.003 0.016 -0.046
C -3.6929 1.7017 5.5812 0.003 -0.029 0.076
C -4.7002 2.5556 5.1467 -0.021 0.024 -0.036
C -4.6959 3.0357 3.8374 -0.011 -0.018 0.066
C -3.6901 2.6707 2.9726 0.063 -0.040 -0.012
C -2.6551 1.8004 3.3917 -0.040 0.018 0.048
H 1.2472 0.9013 -3.6862 0.001 -0.006 -0.004
H 2.3932 0.2775 -2.4665 -0.012 -0.014 0.001
H 2.4641 1.9872 -2.9456 -0.003 0.008 0.005
H 0.6996 3.1530 -3.7281 -0.001 0.000 -0.001
H -0.8558 5.0331 -3.7937 -0.002 0.002 0.006
H -2.4037 5.4673 -1.9129 -0.003 -0.005 0.012
H -2.3744 3.9677 0.0582 -0.010 0.010 -0.008
H 0.1354 -0.6578 4.7002 0.000 0.002 -0.008
H -1.6542 0.0969 6.2133 -0.023 0.022 0.002
H -3.6962 1.3341 6.5996 -0.010 0.007 -0.006
H -5.4875 2.8473 5.8284 0.000 0.000 -0.003
H -5.4837 3.6964 3.5035 0.006 0.000 -0.009
H -3.6861 3.0382 1.9585 -0.017 0.015 -0.002
S 0.5786 -3.8530 -2.3233 -0.276 0.045 0.008
C -1.0328 -3.1803 -2.1780 0.063 0.051 -0.009
C -1.2506 -1.9915 -1.4878 0.002 -0.062 0.040
C -0.3872 -1.4995 -0.5546 -0.054 0.162 -0.072
C 1.2759 -3.1192 -0.9729 0.219 -0.075 -0.142
C 3.2834 -2.4236 0.0756 -0.026 0.136 0.004
C 4.3648 -3.0090 0.6864 0.022 -0.234 -0.039
C 5.1648 -2.1884 1.4642 0.033 0.007 0.028
C 4.8433 -0.8456 1.5756 -0.061 0.056 -0.022
C 3.7269 -0.3757 0.9062 0.096 -0.014 0.062
N 2.9387 -1.1555 0.1550 -0.185 0.076 -0.097
H -1.7496 -3.6103 -2.8609 0.042 -0.038 -0.019
H -2.1264 -1.3984 -1.7212 -0.029 -0.035 -0.041
H 4.5687 -4.0607 0.5419 0.022 0.018 0.020
H 6.0313 -2.5940 1.9681 -0.004 -0.010 -0.004
H 5.4458 -0.1710 2.1663 -0.008 0.007 -0.005
H 3.4482 0.6695 0.9648 0.018 0.013 0.006
O 0.6314 -2.4353 -0.1079 -0.160 -0.290 0.112
O 2.5510 -3.2751 -0.8032 0.157 -0.002 0.116
```
Positions in Å, forces in eV/Å.

Results of the Löwdin charge analysis, in e, for atoms 1 through 2: Pd 1.044; C -0.021

What is the strongest force on any atom in the second record? 1.425 eV Å⁻¹